The following is a quantum chemistry calculation of a cluster of 9 separate species, H18O9 in total, from OMol25.

Values from the calculation:
* charge: 0
* LUMO: -0.0066 hartree
* HOMO energy: -10.295 eV
* strongest force on any atom: 0.71 eV/Å
* gap between HOMO and LUMO: 10.1 eV
* SMILES: O.O.O.O.O.O.O.O.O

Geometry (Å):
O -0.557 2.098 -1.380
H 0.231 1.977 -1.926
H -1.012 2.857 -1.769
O 0.573 0.103 0.814
H -0.105 -0.485 0.454
H 1.286 0.081 0.161
O 2.463 -2.074 1.509
H 3.022 -2.386 2.228
H 1.777 -1.531 1.935
O -2.071 1.888 1.042
H -2.282 0.935 1.076
H -1.392 1.951 0.351
O 3.780 0.868 -2.434
H 3.158 0.161 -2.180
H 4.645 0.450 -2.406
O 2.469 -1.287 -1.163
H 2.546 -1.474 -0.203
H 1.761 -1.867 -1.466
O -1.960 -0.775 -1.709
H -2.011 -1.443 -2.403
H -1.502 -0.021 -2.109
O -1.341 0.740 3.665
H -2.272 0.916 3.834
H -1.249 0.854 2.707
O -3.357 -0.533 0.683
H -3.741 -1.399 0.853
H -2.859 -0.609 -0.161

=====

The following is a quantum chemistry calculation of the molecule C9H18O5S3 in a non-equilibrium geometry, from OMol25.

Values from the calculation:
* charge: 0
* LUMO: 0.0183 hartree
* HOMO energy: -9.167 eV
* strongest force on any atom: 1.94 eV/Å
* gap between HOMO and LUMO: 9.7 eV
* SMILES: CCOCC[C@H]1OS(=O)(=O)O[C@]1(S)CSCC

Geometry (Å):
C -2.916 1.846 0.126
C -1.508 2.407 0.279
O -0.780 1.584 1.176
C 0.612 1.682 1.053
C 1.345 0.544 1.758
C 1.478 -0.771 1.018
O 2.442 -1.559 1.797
S 2.031 -3.060 2.046
O 1.677 -3.226 3.391
O 2.991 -3.917 1.490
O 0.786 -3.065 1.030
C 0.299 -1.730 0.848
S -1.059 -1.551 2.113
C -0.470 -1.700 -0.475
S 0.551 -1.405 -1.950
C -0.170 0.109 -2.635
C 0.260 0.290 -4.072
H -2.937 0.793 0.362
H -3.571 2.341 0.828
H -3.279 2.040 -0.875
H -1.604 3.405 0.709
H -1.014 2.502 -0.681
H 0.942 1.736 0.014
H 0.955 2.591 1.549
H 2.360 0.909 1.859
H 0.942 0.432 2.752
H 2.020 -0.575 0.103
H -0.329 -1.226 3.183
H -0.924 -2.674 -0.585
H -1.214 -0.929 -0.386
H 0.222 0.943 -2.070
H -1.246 0.114 -2.518
H -0.251 1.162 -4.463
H 0.046 -0.572 -4.686
H 1.313 0.533 -4.088

=====

The following is a quantum chemistry calculation of the molecule C5H9N in a non-equilibrium geometry, from OMol25.

Values from the calculation:
* charge: 0
* LUMO: 0.0462 hartree
* HOMO energy: -8.944 eV
* strongest force on any atom: 4.38 eV/Å
* gap between HOMO and LUMO: 10.2 eV
* SMILES: C1CC1N1CC1

Geometry (Å):
C -0.969 -0.975 1.447
C 0.538 -1.011 1.498
C -0.138 -0.152 0.488
N -0.133 -0.218 -0.906
C 0.926 0.515 -1.569
C -0.469 1.033 -1.546
H -1.523 -1.810 1.006
H -1.516 -0.467 2.239
H 0.799 0.064 1.756
H 1.191 -1.890 1.397
H 0.089 1.018 0.891
H 1.659 1.035 -0.948
H 1.319 0.031 -2.459
H -1.119 0.941 -2.407
H -0.654 1.886 -0.886

=====

The following is a quantum chemistry calculation of a cluster of 2 separate species, C4H12O in total in a non-equilibrium geometry, from OMol25.

Values from the calculation:
* charge: 0
* LUMO: 0.0342 hartree
* HOMO energy: -10.318 eV
* strongest force on any atom: 2.96 eV/Å
* gap between HOMO and LUMO: 11.2 eV
* SMILES: CCC.CO

Geometry (Å):
C 1.769 1.162 0.465
C 0.899 0.181 -0.194
C 1.098 0.125 -1.662
H 1.490 2.084 -0.040
H 2.821 0.962 0.339
H 1.575 1.363 1.527
H 1.136 -0.800 0.326
H -0.106 0.422 0.036
H 1.916 -0.647 -1.771
H 0.253 -0.098 -2.247
H 1.462 1.038 -2.042
C -2.646 -0.672 0.771
O -2.188 -2.025 1.061
H -2.371 -0.084 1.686
H -2.127 -0.230 -0.148
H -3.737 -0.706 0.781
H -1.243 -2.075 1.112

=====

The following is a quantum chemistry calculation of the molecule H6OP4 in a non-equilibrium geometry, from OMol25.

Values from the calculation:
* charge: 0
* LUMO: 0.0060 hartree
* HOMO energy: -8.179 eV
* strongest force on any atom: 3.49 eV/Å
* gap between HOMO and LUMO: 8.3 eV
* SMILES: O=[PH]=[PH2]P=[PH3]

Geometry (Å):
O -1.847 -1.039 -0.735
P -2.136 0.331 -0.372
P 0.048 1.612 0.052
P 1.790 0.523 -0.706
P 1.050 -1.275 -0.061
H -2.151 0.317 1.121
H 0.633 2.462 1.006
H -0.360 2.568 -0.983
H 0.895 -1.283 1.335
H -0.043 -2.090 -0.499
H 2.122 -2.126 -0.157

=====

The following is a quantum chemistry calculation of a structure of composition C30H25Co2NO10 in a non-equilibrium geometry, from OMol25.

Values from the calculation:
* charge: -2
* LUMO: 0.1426 hartree
* HOMO energy: -1.498 eV
* strongest force on any atom: 3.12 eV/Å
* gap between HOMO and LUMO: 5.4 eV

Geometry (Å):
C -7.875 1.003 3.911
N -7.745 1.438 2.546
C -8.992 1.585 1.841
C -6.498 1.562 1.928
C -5.896 0.453 1.311
C -4.644 0.576 0.724
C -3.977 1.801 0.721
C -2.584 1.917 0.099
C -1.446 1.692 0.985
C -0.971 2.795 1.795
O -1.396 3.934 1.747
O -0.019 2.487 2.739
C 0.741 1.295 2.480
C 1.642 1.438 1.275
C 1.566 1.021 3.733
O -0.174 0.184 2.343
C -1.143 0.332 1.380
O -1.729 -0.662 0.989
C -4.565 2.903 1.347
C -5.816 2.792 1.940
H -6.875 0.876 4.346
H -8.438 1.749 4.497
H -8.426 0.048 3.968
H -8.797 1.873 0.801
H -9.566 0.641 1.861
H -9.613 2.357 2.325
H -6.425 -0.498 1.297
H -4.141 -0.287 0.283
H -2.522 1.169 -0.693
H -2.489 2.934 -0.282
H 1.112 1.622 0.340
H 2.346 2.249 1.450
H 2.223 0.525 1.160
H 0.905 0.930 4.594
H 2.125 0.097 3.607
H 2.260 1.842 3.895
H -4.001 3.839 1.379
H -6.289 3.650 2.414
O 6.084 -4.851 -0.481
C 5.219 -4.713 -1.240
Co 3.888 -4.185 -2.263
C 4.779 -3.731 -3.718
O 5.380 -3.255 -4.588
C 3.057 -5.686 -2.711
O 2.403 -6.611 -2.924
C 2.499 -3.030 -1.098
C 3.513 -2.227 -1.614
C 4.728 -1.746 -1.218
C 5.537 -0.808 -1.939
C 6.916 -0.699 -1.637
C 7.751 0.172 -2.332
C 7.203 0.988 -3.339
C 5.838 0.927 -3.634
C 5.022 0.037 -2.934
Co 1.657 -2.204 -2.450
C 0.456 -3.421 -2.841
O -0.268 -4.285 -3.107
C 2.069 -1.642 -4.055
O 2.455 -1.279 -5.083
C 0.853 -0.799 -1.794
O 0.410 0.183 -1.376
H 2.217 -3.273 -0.080
H 5.147 -2.142 -0.295
H 7.284 -1.339 -0.838
H 8.818 0.217 -2.078
H 7.851 1.687 -3.862
H 5.406 1.567 -4.409
H 3.961 -0.016 -3.137